The following is a DFT calculation (ωB97M-V/def2-TZVPD) of a cluster of 2 separate species, C4H11NO2 in total in a non-equilibrium geometry.

Geometry as XYZ:
```
18
Properties=species:S:1:pos:R:3:forces:R:3:mulliken_charge:R:1
O 1.48011 1.19904 -0.64841 -0.9 -0.9 1.7 -0.5121
C 0.69683 1.02472 0.28172 0.5 0.4 -2.5 -0.2872
C -0.08833 -0.26048 0.66153 3.7 0.6 -0.3 0.5241
C 0.80555 -1.47503 0.27482 -0.8 -1.1 1.5 -0.5885
C 0.06398 -2.76727 -0.30160 -1.5 1.2 -0.2 -1.0610
N -0.31252 -0.21847 2.06286 -0.5 0.5 0.5 -0.5739
H 0.29979 1.91761 0.75057 -0.1 0.5 0.9 0.3625
H -0.93569 -0.07261 0.07621 -1.8 -0.5 -1.0 0.3314
H 1.51333 -1.33197 -0.53626 -0.1 1.2 0.2 0.2906
H 1.47209 -1.60223 1.23926 -1.2 -0.4 -1.9 0.3177
H -0.99300 -2.48329 -0.90448 3.5 -0.7 0.9 0.2047
H -0.24716 -3.60402 0.29406 -0.5 0.2 1.4 0.3224
H 0.92205 -3.25226 -0.75310 -0.5 -0.1 -1.6 0.3375
H 0.10444 -0.97359 2.54348 -0.1 -0.5 0.7 0.1456
H -1.13278 0.20486 2.47548 0.2 -0.4 -0.3 0.1860
H -0.94585 3.95096 -2.14387 0.2 -0.6 0.2 0.3127
H -1.14923 5.30065 -2.68237 0.1 0.9 -0.2 0.3167
O -1.55361 4.44340 -2.68989 -0.3 -0.3 0.0 -0.6291
```
Forces are in eV/Å.

Properties
SMILES = CC[C@@H](N)C=O.O
Multiplicity = 1
Frontier orbital gap = 9.765 eV
ΔE to the lowest compared entry with this formula, charge and spin = 67.12 kcal per mole